This record from the OMol25 dataset describes 2 unconnected molecules or ions with the total composition C3H3NO in a non-equilibrium geometry. The level of theory is ωB97M-V/def2-TZVPD.

ORCA input file:
```
! wB97M-V def2-TZVPD RIJCOSX def2/J DEFGRID3
* xyz 0 1
C 1.450 0.339 0.196
C 0.648 0.741 -0.733
C -1.344 -0.744 0.474
N 0.027 0.712 0.565
O -2.038 -0.738 -0.453
H 2.394 -0.103 0.249
H 0.386 1.008 -1.668
H -1.524 -1.216 1.372
*
```

The value obtained for the largest force on an atom is 4.985 eV/A. As for the gap between HOMO and LUMO (alpha / beta): 8.32 / 8.33 eV. Its molecular weight is 69.063 g/mol. Its energy above the lowest of the compared OMol25 structures with the same formula, charge and spin is 5.532 eV. The value obtained for the total energy is -245.888256 a.u.

This record from the OMol25 dataset describes a single C3H3NO molecule in a non-equilibrium geometry. The level of theory is ωB97M-V/def2-TZVPD.

ORCA input file:
```
! wB97M-V def2-TZVPD RIJCOSX def2/J DEFGRID3
* xyz 0 1
C -2.023 0.078 0.301
C 1.481 0.345 0.082
C 0.336 -0.480 -0.111
N -0.878 -0.106 0.019
O 2.654 0.026 0.068
H -2.986 0.249 0.022
H 1.142 1.379 0.225
H 0.274 -1.490 -0.606
*
```

The value obtained for the largest force on an atom is 4.541 eV/A. As for the gap between HOMO and LUMO: 8.69 eV. Its molecular weight is 69.063 g/mol. Its energy above the lowest of the compared OMol25 structures with the same formula, charge and spin is 2.783 eV. The value obtained for the total energy is -245.989270 a.u.

This record from the OMol25 dataset describes a single C3H3NO molecule. The level of theory is ωB97M-V/def2-TZVPD.

ORCA input file:
```
! wB97M-V def2-TZVPD RIJCOSX def2/J DEFGRID3
* xyz 0 1
O 0.467 -1.138 -0.182
C 1.219 -0.028 -0.016
C 0.579 1.177 0.273
C -0.703 0.652 0.325
N -0.833 -0.708 0.062
H 2.274 -0.264 -0.134
H -1.324 -0.801 -0.816
H -1.679 1.109 0.488
*
```

The value obtained for the largest force on an atom is 0.955 eV/A. As for the gap between HOMO and LUMO: 8.34 eV. As for the SMILES: C1=CNOC=1. Its molecular weight is 69.063 g/mol. Its energy above the lowest of the compared OMol25 structures with the same formula, charge and spin is 4.070 eV. The value obtained for the total energy is -245.941989 a.u.

This record from the OMol25 dataset describes a single C3H3NO molecule. The level of theory is ωB97M-V/def2-TZVPD.

ORCA input file:
```
! wB97M-V def2-TZVPD RIJCOSX def2/J DEFGRID3
* xyz 0 1
C 0.098 1.053 0.473
C 0.968 0.454 -0.366
C -0.705 -0.845 -0.023
H 0.096 2.031 0.934
H 1.957 0.675 -0.760
H -1.249 -1.756 -0.104
N -0.978 0.204 0.678
O 0.485 -0.793 -0.666
*
```

The value obtained for the largest force on an atom is 0.990 eV/A. As for the gap between HOMO and LUMO: 10.67 eV. As for the SMILES: c1cocn1. Its molecular weight is 69.063 g/mol. Its energy above the lowest of the compared OMol25 structures with the same formula, charge and spin is 0.039 eV. The value obtained for the total energy is -246.090110 a.u.

This record from the OMol25 dataset describes 2 unconnected molecules or ions with the total composition C3H3NO in a non-equilibrium geometry. The level of theory is ωB97M-V/def2-TZVPD.

ORCA input file:
```
! wB97M-V def2-TZVPD RIJCOSX def2/J DEFGRID3
* xyz 0 1
C -0.210 0.232 -0.552
C -2.204 -0.297 0.040
C 0.504 -0.246 0.375
N -2.267 -1.446 -0.132
O -2.569 0.865 0.275
H 0.474 -1.064 1.173
H -1.759 1.327 -0.034
H 1.423 0.302 0.302
*
```

The value obtained for the largest force on an atom is 4.433 eV/A. As for the gap between HOMO and LUMO: 10.23 eV. Its molecular weight is 69.063 g/mol. Its energy above the lowest of the compared OMol25 structures with the same formula, charge and spin is 4.895 eV. The value obtained for the total energy is -245.911653 a.u.

This record from the OMol25 dataset describes a single C3H3NO molecule. The level of theory is ωB97M-V/def2-TZVPD.

ORCA input file:
```
! wB97M-V def2-TZVPD RIJCOSX def2/J DEFGRID3
* xyz 0 1
C -0.342 -0.143 0.708
C -0.824 -0.369 -0.609
C 0.899 0.377 0.464
H -0.819 -0.303 1.666
H -1.748 -0.810 -0.942
H 1.701 0.767 1.100
N 0.015 -0.004 -1.535
O 1.119 0.486 -0.853
*
```

The value obtained for the largest force on an atom is 0.891 eV/A. As for the gap between HOMO and LUMO: 11.10 eV. As for the SMILES: c1cnoc1. Its molecular weight is 69.063 g/mol. Its energy above the lowest of the compared OMol25 structures with the same formula, charge and spin is 1.061 eV. The value obtained for the total energy is -246.052536 a.u.